A structure of composition C6H13AsCaN3PS4SbSe4, computed with wB97M-V/def2-TZVPD.

Summary:
HOMO level   -4.3 eV
Net charge   -1

Last column: natural (NBO) charge in e.
Geometry (Å):
Ca -1.20369 -0.73061 -2.74863  1.6101
S -0.92539 -3.08309 -5.19787  -0.3277
As 0.77644 -2.63684 -3.84542  0.9122
S 0.01472 -2.85257 -1.75352  -0.9821
S 1.14486 -0.49570 -3.95670  -0.8878
S 2.30546 -3.92735 -4.39880  -0.6479
C -0.02873 0.20512 2.72090  -0.0556
N -0.21284 -0.74298 1.54339  -0.3879
C 1.14651 -1.35767 1.16623  -0.0851
N 2.09545 -0.32990 0.91194  -0.4410
C 2.21937 0.55022 2.06311  -0.0667
N 0.96028 1.19224 2.43407  -0.4472
C 0.50808 2.15923 1.42089  -0.5293
P 0.22177 1.38204 -0.24477  0.7545
C -0.81524 -0.02835 0.36671  -0.5889
C 1.80215 0.40668 -0.32695  -0.5543
H 0.28194 -0.41191 3.56585  0.2048
H -0.99933 0.66353 2.91125  0.2400
H -0.85079 -1.49157 1.81311  0.4292
H 0.98517 -1.98318 0.28208  0.2896
H 1.44948 -1.96029 2.02474  0.1991
H 2.95605 1.32183 1.84281  0.2100
H 2.56993 -0.03855 2.91495  0.1976
H 1.26508 2.94010 1.32395  0.2284
H -0.41603 2.63072 1.75765  0.2563
H -0.79064 -0.77613 -0.43226  0.2263
H -1.83251 0.26476 0.61956  0.2895
H 2.62828 1.08814 -0.53922  0.2331
H 1.74374 -0.28437 -1.17489  0.2948
Se -2.74712 -1.83237 -4.74235  -0.6383
Sb -4.03575 2.55907 -0.61541  1.0717
Se -4.85504 4.68064 -1.18233  -0.5580
Se -3.52149 2.14164 1.68330  -0.7396
Se -3.84017 0.77746 -2.20736  -0.7099

Cartesian forces (eV/Å) of the 3 atoms listed first:
Ca -0.883 0.694 -0.377
S -0.324 -0.141 -0.155
As 0.347 -0.118 0.254


A cluster of 2 separate species, C6H13BO in total, computed with wB97M-V/def2-TZVPD.

Summary:
HOMO level   -9.0 eV
Relative energy (zero: lowest compared OMol25 entry of this formula, charge and spin)   247.0 kJ/mol

Last column: natural (NBO) charge in e.
Geometry (Å):
B 0.83725 0.76573 0.82182  0.9621
C -1.03903 -1.17470 -1.69142  -0.2927
C -1.37016 -0.18298 -0.90232  0.4328
C 0.37363 0.01329 2.15904  -1.0004
C 2.30611 1.38793 1.06953  -0.9635
C 0.33854 -1.45537 -2.24557  -0.6453
C -2.49655 0.35695 -0.16830  -0.7194
O 0.23419 0.90086 -0.38370  -0.8204
H -1.81133 -1.90591 -1.94748  0.2423
H -0.46580 0.37445 2.72662  0.2289
H 1.18769 -0.21001 2.79040  0.2233
H 0.12493 -0.98725 1.83996  0.2225
H 2.68415 1.69179 -0.04819  0.2037
H 2.96706 0.61022 1.37059  0.2208
H 2.40817 2.23633 1.72052  0.2338
H 0.43773 -0.70691 -3.13780  0.2389
H 1.08973 -1.07991 -1.50268  0.2561
H 0.36300 -2.57050 -2.55498  0.2259
H -3.36236 -0.00729 -0.52542  0.2406
H -2.51539 1.45980 -0.35780  0.2522
H -2.29155 0.48350 0.96719  0.2579

Cartesian forces (eV/Å) of the 3 atoms listed first:
B 0.253 0.566 1.074
C 0.428 0.110 0.376
C 2.929 0.705 1.308


A cluster of 2 separate species, C6H13Br2INO in total, computed with wB97M-V/def2-TZVPD.

Summary:
HOMO level   -3.7 eV
Relative energy (zero: lowest compared OMol25 entry of this formula, charge and spin)   0.0 kJ/mol
Net charge   -1

Last column: natural (NBO) charge in e.
Geometry (Å):
C -1.59041 -0.99979 1.48807  -0.2694
O -1.75318 -0.30060 0.22651  -0.5628
C -0.55315 -0.12171 -0.47437  0.0719
C -0.69800 -0.70389 -1.86806  -0.2361
N 0.62178 -0.81963 -2.51452  -0.8437
C -0.11481 1.36985 -0.40048  -0.2658
Br -0.61728 2.40673 -1.97765  -0.0152
C 1.37864 1.47332 -0.06806  -0.2375
C 1.63127 1.00117 1.37869  -0.6450
Br 2.04857 3.31620 -0.20289  -0.0386
H -0.92725 -1.85167 1.37337  0.2013
H -2.57568 -1.34499 1.77479  0.2213
H -1.21811 -0.29859 2.23711  0.1701
H 0.25269 -0.69716 0.00349  0.1763
H -1.13235 -1.70184 -1.72513  0.1816
H -1.40083 -0.15597 -2.49116  0.2063
H 0.50123 -1.18600 -3.45060  0.3566
H 1.15381 -1.51601 -2.00308  0.3484
H -0.67058 1.81664 0.42222  0.2371
H 1.96304 0.88688 -0.77146  0.2304
H 0.78653 0.42502 1.75545  0.2318
H 2.49680 0.33879 1.40130  0.2207
H 1.80591 1.84181 2.04339  0.2288
I -1.38862 -3.17853 3.84306  -0.9685

Cartesian forces (eV/Å) of the 3 atoms listed first:
C -0.317 0.708 -0.736
O 0.066 -0.148 -0.078
C -0.058 0.383 -0.126


A cluster of 2 separate species, C6H13BrCl2NO in total, computed with wB97M-V/def2-TZVPD.

Summary:
HOMO level   -13.3 eV
Relative energy (zero: lowest compared OMol25 entry of this formula, charge and spin)   68.2 kJ/mol
Net charge   +1

Last column: natural (NBO) charge in e.
Geometry (Å):
C 1.14490 -2.21147 -0.17692  -0.4256
C 0.67462 1.57105 2.22432  -0.2419
C 1.05301 0.00264 -1.28443  -0.2447
C 0.40696 0.24341 -2.63504  -0.3861
C -2.37810 0.41979 0.54396  -0.4728
C -1.19439 0.43169 1.35956  0.5751
N 0.33464 -0.98953 -0.47479  -0.6235
O -0.52969 1.49523 1.40824  -0.4146
Cl -1.39715 0.26490 -2.64387  -0.0743
Cl -3.49831 1.28601 1.70275  0.0470
Br -0.87776 -0.79297 2.80035  0.2051
H 2.06689 -1.70253 0.17137  0.1929
H 0.81506 -2.65965 0.73940  0.2174
H 1.43107 -2.83118 -1.04219  0.2149
H 0.55519 1.19961 3.16216  0.2186
H 0.83184 2.61787 2.19384  0.2288
H 1.40682 1.16254 1.68021  0.2092
H 1.08280 0.92061 -0.82922  0.1770
H 2.03703 -0.25772 -1.46602  0.2156
H 0.87665 -0.47596 -3.28395  0.2231
H 0.61575 1.11899 -3.25974  0.2496
H -2.20335 1.00787 -0.25671  0.2672
H -2.76957 -0.51194 0.32354  0.2671
H -0.48491 -1.30926 -0.95683  0.3750

Cartesian forces (eV/Å) of the 3 atoms listed first:
C 1.745 2.710 0.434
C -1.914 3.224 -1.201
C -2.598 -0.314 -0.855


The ion C6H13BrN with charge +1, computed with wB97M-V/def2-TZVPD.

Summary:
HOMO level   -13.2 eV
Relative energy (zero: lowest compared OMol25 entry of this formula, charge and spin)   34.4 kJ/mol
Net charge   +1

Last column: natural (NBO) charge in e.
Geometry (Å):
C -0.00182 1.44320 -0.01526  0.0709
C -0.66479 0.29897 0.05820  -0.1013
C -0.62256 2.76581 -0.03631  -0.6440
C 1.48215 1.48159 -0.32381  -0.6295
C -0.29233 -1.93166 1.25014  -0.6483
C -0.10935 -1.11894 -0.00862  -0.0991
N -0.91239 -1.99435 -0.95390  -0.7387
Br -2.62933 0.15638 0.01701  0.0311
H -1.54205 2.68293 0.46334  0.2351
H -0.72614 2.93705 -1.15779  0.2466
H 0.01142 3.54827 0.36106  0.2435
H 1.86324 2.10042 0.39607  0.2356
H 1.78303 1.90517 -1.27316  0.2487
H 1.95294 0.49666 -0.17176  0.1987
H -1.36044 -1.89852 1.76008  0.2538
H 0.32232 -1.51709 1.99147  0.2500
H 0.17010 -2.83040 1.00034  0.2184
H 0.94149 -0.99973 -0.26103  0.2511
H -1.02786 -1.58027 -1.84268  0.4332
H -1.85794 -2.02219 -0.35840  0.4886
H -0.35304 -2.86219 -1.23263  0.4555

Cartesian forces (eV/Å) of the 3 atoms listed first:
C 1.086 -0.624 -1.094
C -0.940 -1.433 -0.544
C 0.390 0.087 -1.971


A structure of composition C6H13Cl11HgO, computed with wB97M-V/def2-TZVPD.

Summary:
HOMO level   -8.9 eV

Last column: natural (NBO) charge in e.
Geometry (Å):
Hg -2.84176 -3.40139 -0.40800  1.2960
C -5.93855 -4.72121 -0.19781  -0.2379
O -5.00276 -3.99854 -0.91050  -0.8924
H -5.96039 -5.77139 -0.48892  0.1385
H -5.79939 -4.73689 0.88316  0.1510
H -6.95242 -4.33639 -0.30765  0.1617
Cl -0.28851 -3.04019 0.02857  -0.6614
C -3.23440 -5.39686 3.82325  -0.3957
Cl -2.99205 -4.64071 2.23312  -0.0616
Cl -4.87424 -5.21575 4.37422  0.0052
H -2.97743 -6.45242 3.73457  0.2245
H -2.51981 -4.88537 4.46810  0.2286
C -3.11336 -0.23669 2.48783  -0.3592
Cl -3.60480 -1.11739 3.98651  -0.0321
Cl -3.67266 -1.13037 1.02653  -0.0481
H -3.57686 0.74565 2.39690  0.2302
H -2.02637 -0.20279 2.56124  0.2382
C -1.08319 -4.83635 -4.30249  -0.3977
Cl -2.29745 -4.48039 -3.08203  -0.0286
Cl 0.54882 -4.97956 -3.63452  -0.0218
H -1.26179 -5.84403 -4.67769  0.2277
H -1.06030 -4.07202 -5.07927  0.2287
C -2.17121 -0.50738 -3.66207  -0.3645
Cl -0.85164 -1.25134 -4.60560  -0.0159
Cl -2.56132 -1.42518 -2.17312  -0.0732
H -1.85880 0.50040 -3.38847  0.2303
H -3.12201 -0.48549 -4.19462  0.2302
C -2.44150 -8.01860 -0.93213  -0.3910
Cl -1.28833 -8.39386 -2.21409  -0.0279
Cl -2.39108 -6.30242 -0.51349  -0.0309
H -3.42324 -8.25646 -1.34165  0.2249
H -2.22505 -8.66700 -0.08311  0.2243

Cartesian forces (eV/Å) of the 3 atoms listed first:
Hg -0.298 -1.112 0.470
C 0.275 -0.517 0.920
O 2.049 1.333 -0.388


no.,lowest unoccupied orbital energy (Ha),HOMO-LUMO gap (eV),DFT total energy (hartree)
1,0.03317,5.218,-15094.39495
2,0.01286,9.306,-336.41300
3,0.09060,6.184,-5812.20848
4,-0.19083,8.143,-3860.44338
5,-0.12493,9.768,-2864.87986
6,-0.04087,7.780,-5527.07874